The following is a quantum chemistry calculation of C26H35LiN5NbO3 as an isolated structure, from the OMol25 dataset.

The geometry in ORCA input format:
```
! wB97M-V def2-TZVPD RIJCOSX def2/J DEFGRID3
* xyz 2 1
N 0.593 -1.932 0.767
C 1.171 -2.111 1.893
O 1.681 -2.246 2.945
Li -3.093 -0.976 -0.459
Nb -0.014 -0.773 -0.724
N -1.838 -1.659 -1.243
N 1.481 -1.173 -1.974
C -2.338 -3.072 -1.239
C 2.592 -2.123 -2.103
C -3.878 -3.021 -1.221
C -1.874 -3.856 -2.465
C -1.853 -3.768 0.026
C 3.778 -1.598 -1.289
C 3.006 -2.273 -3.569
C 2.174 -3.488 -1.564
H -4.267 -2.522 -0.306
H -4.259 -4.051 -1.203
H -4.284 -2.530 -2.117
H -2.342 -3.491 -3.388
H -2.175 -4.909 -2.348
H -0.782 -3.829 -2.579
H -0.759 -3.792 0.094
H -2.222 -4.805 0.020
H -2.238 -3.290 0.940
H 4.147 -0.652 -1.704
H 4.592 -2.334 -1.314
H 3.489 -1.430 -0.244
H 3.440 -1.350 -3.969
H 2.147 -2.564 -4.185
H 3.766 -3.061 -3.645
H 3.032 -4.170 -1.647
H 1.347 -3.908 -2.151
H 1.877 -3.438 -0.512
C -2.014 -0.914 -2.512
H -1.141 -0.248 -2.693
H -2.103 -1.588 -3.376
H -2.917 -0.266 -2.481
C 1.623 0.104 -2.706
H 0.897 0.855 -2.330
H 2.631 0.532 -2.578
H 1.431 -0.030 -3.783
O -3.363 0.609 0.759
C -2.260 1.176 0.895
N -1.863 2.070 1.832
C -0.434 2.407 1.729
C -0.041 1.372 0.707
O 1.077 0.796 0.442
N -1.132 0.843 0.135
C -0.321 3.814 1.153
C 0.519 4.072 0.074
C 0.557 5.360 -0.483
C -0.239 6.379 0.045
C -1.058 6.122 1.151
C -1.087 4.842 1.717
C 0.244 2.220 3.071
C 0.805 3.281 3.792
C 1.254 3.061 5.101
C 1.191 1.784 5.661
C 0.686 0.718 4.909
C 0.208 0.940 3.616
H -2.536 2.507 2.458
H 1.152 3.273 -0.320
H 1.214 5.549 -1.332
H -0.219 7.378 -0.396
H -1.677 6.907 1.589
H -1.701 4.655 2.603
H 0.880 4.271 3.338
H 1.649 3.902 5.672
H 1.537 1.617 6.682
H 0.654 -0.293 5.314
H -0.200 0.117 3.020
*
```

Output
* E_tot: -1575.3366 Eh